This record from the Open Molecules 2025 dataset describes a molecular structure, C34H30NO7RhS2Te in a non-equilibrium geometry. The level of theory is ωB97M-V with the def2-TZVPD basis set.

Results
- 2S+1 = 5
- HOMO (spin up / spin down) (eV) = -7.77 / -7.75
- charge = 0
- <S²> = 6.0192
- orbital gap (spin up / spin down) (eV) = 7.3 / 5.9
- energy above the lowest of the compared OMol25 structures with the same formula, charge and spin (kcal per mole) = 100.3

XYZ file:
```
76
C34H30NO7RhS2Te | the Open Molecules 2025 dataset | ωB97M-V with the def2-TZVPD basis set
Rh 11.1766 10.4434 6.5610
O 12.7156 12.6915 7.5002
S 13.1198 12.7921 6.0848
O 12.6864 11.5985 5.2463
O 17.5281 11.5858 9.8297
C 11.9706 14.1566 5.6418
C 12.7138 15.2863 5.3025
C 11.9849 16.4519 5.0293
C 10.6571 16.3439 4.6566
C 9.9361 15.1587 4.8675
C 10.5625 14.1216 5.5109
S 9.5106 12.6434 5.8956
O 10.0565 11.4739 5.0200
O 8.1285 12.8629 5.6796
O 9.9295 12.3125 7.2927
H 13.7946 15.2847 5.3472
H 12.5739 17.3947 4.9959
H 10.2087 17.2231 4.1813
H 8.8881 14.9411 4.6105
N 11.7890 9.8479 8.1370
C 11.8437 8.9269 9.0214
C 12.9935 8.8791 9.9686
C 13.2095 7.6629 10.7097
C 14.3871 7.4427 11.4052
C 15.3918 8.4415 11.3257
C 15.2256 9.6152 10.6219
C 14.0149 9.7924 9.8864
C 10.6118 8.1347 9.3197
C 10.0514 8.0225 10.5615
C 8.8026 7.4421 10.7963
C 8.1244 6.9119 9.6714
C 8.6862 7.0502 8.4246
C 9.9312 7.6624 8.2106
H 12.4119 6.8997 10.7290
H 14.5274 6.5433 11.9930
H 16.3342 8.3013 11.8178
H 16.0084 10.3522 10.4476
H 13.8692 10.7039 9.3629
H 10.5694 8.5258 11.4105
H 8.4863 7.2618 11.8724
H 7.0936 6.4621 9.6894
H 8.2870 6.5959 7.5313
H 10.3254 7.8193 7.2353
Te 18.1570 11.6801 8.0218
C 19.2903 10.0436 7.1729
C 18.6870 9.4627 6.0871
C 19.2716 8.3895 5.3995
C 20.4930 7.8479 5.7817
C 21.0360 8.4036 6.9352
C 20.5269 9.4591 7.5996
C 19.8987 12.8856 8.6237
C 20.7017 13.0784 7.5331
C 22.0833 12.9227 7.7135
C 22.6054 13.1615 8.9864
C 21.7298 13.4698 10.0223
C 20.3911 13.2160 9.9012
H 17.8482 9.8464 5.5240
H 18.7125 7.9867 4.5807
H 20.9569 7.0403 5.2942
H 21.9880 7.9506 7.3228
H 21.0293 9.9182 8.4230
H 20.3088 13.1185 6.5292
H 22.7277 12.5165 6.9209
H 23.7044 13.1672 9.2198
H 22.1644 13.7862 10.9666
H 19.6795 13.1764 10.7100
C 14.0752 8.9203 4.3718
C 12.6389 8.7139 4.7968
C 11.7554 7.9589 3.8969
O 12.3035 8.9114 5.9975
H 14.1808 9.6619 3.5803
H 14.4442 7.9051 4.1159
H 14.5776 9.2709 5.2712
H 11.3311 7.0564 4.4476
H 12.3985 7.6264 3.0393
H 10.9030 8.6007 3.5762
```

This record from the Open Molecules 2025 dataset describes 3 unconnected molecules or ions with the total composition C34H31BFNO7 in a non-equilibrium geometry. The level of theory is ωB97M-V with the def2-TZVPD basis set.

Results
- 2S+1 = 1
- HOMO (eV) = -9.69
- charge = 0
- orbital gap (eV) = 8.6

XYZ file:
```
75
C34H31BFNO7 | the Open Molecules 2025 dataset | ωB97M-V with the def2-TZVPD basis set
C 1.1851 -3.2632 -2.2522
O 2.4069 -3.9953 -1.8099
B 3.4242 -3.6769 -2.8427
O 3.2655 -4.4111 -4.1477
C 4.6185 -2.5654 -2.6159
N 5.9191 -3.2342 -3.1090
C 4.8940 -2.1540 -1.0532
O 3.7956 -1.4340 -0.3916
C 3.3211 -0.2845 -1.1756
C 4.4924 0.7184 -1.7291
C 5.6339 1.1354 -0.6289
F 3.7928 2.0041 -2.1035
H 0.4179 -3.9550 -2.8223
H 1.5327 -2.3759 -2.9405
H 0.6525 -2.8220 -1.2795
H 3.0228 -3.7418 -4.8770
H 4.4187 -1.6673 -3.3408
H 5.7741 -3.6924 -4.0351
H 6.5643 -2.4111 -3.2660
H 5.9452 -1.6155 -0.9736
H 5.0223 -3.1811 -0.4585
H 2.6103 -0.6169 -2.0576
H 2.6319 0.3636 -0.4483
H 5.0209 0.3559 -2.7087
H 5.4177 2.1719 -0.1214
H 5.8624 0.2698 0.1609
H 6.6531 1.2523 -1.2392
O 0.6965 4.2297 4.0943
C 0.1581 3.1328 4.0099
C -1.1898 2.9155 4.5738
C -1.8633 3.9782 5.1901
C -3.1530 3.7912 5.6896
C -3.7731 2.5473 5.5746
C -3.0970 1.4826 4.9767
C -1.8004 1.6654 4.4808
C -1.0861 0.5288 3.8660
O -1.6012 -0.5829 3.8337
C 0.2527 0.7506 3.2849
C 0.9241 -0.3127 2.6669
C 2.1755 -0.1045 2.0850
C 2.7584 1.1620 2.1176
C 2.0973 2.2197 2.7457
C 0.8435 2.0123 3.3356
H -1.3877 4.9534 5.2785
H -3.6763 4.6185 6.1639
H -4.7831 2.4050 5.9525
H -3.5854 0.5130 4.8950
H 0.4731 -1.3030 2.6332
H 2.6935 -0.9303 1.6021
H 3.7295 1.3265 1.6556
H 2.5607 3.2047 2.7696
O -5.5910 1.8662 -0.6373
C -4.8760 0.9796 -1.0879
C -5.4364 -0.0482 -1.9888
C -6.7901 0.0058 -2.3455
C -7.3176 -0.9382 -3.2278
C -6.4978 -1.9350 -3.7563
C -5.1530 -2.0011 -3.3884
C -4.6227 -1.0595 -2.4981
C -3.2034 -1.1479 -2.1008
O -2.5025 -2.0683 -2.5051
C -2.6385 -0.1096 -1.2163
C -1.2839 -0.1637 -0.8622
C -0.7330 0.8319 -0.0540
C -1.5302 1.8817 0.4013
C -2.8838 1.9297 0.0613
C -3.4408 0.9286 -0.7452
H -7.4347 0.7843 -1.9412
H -8.3679 -0.8922 -3.5072
H -6.9059 -2.6631 -4.4538
H -4.5202 -2.7852 -3.8010
H -0.6543 -0.9776 -1.2179
H 0.3198 0.7903 0.2166
H -1.0986 2.6629 1.0233
H -3.5000 2.7511 0.4236
```

This record from the Open Molecules 2025 dataset describes a molecular structure, C34H31BrEuN7O11S3 in a non-equilibrium geometry. The level of theory is ωB97M-V with the def2-TZVPD basis set.

Results
- 2S+1 = 7
- HOMO (spin up / spin down) (eV) = -1.43 / -2.97
- charge = -2
- <S²> = 12.0950
- orbital gap (spin up / spin down) (eV) = 4.9 / 3.3
- energy above the lowest of the compared OMol25 structures with the same formula, charge and spin (kcal per mole) = 147.2

XYZ file:
```
88
C34H31BrEuN7O11S3 | the Open Molecules 2025 dataset | ωB97M-V with the def2-TZVPD basis set
Eu -1.7037 0.2681 2.1390
O -0.9474 1.7582 4.1544
C -1.8269 2.5258 5.0522
C -3.0685 2.9054 4.2755
N -3.6871 1.7450 3.6200
C -4.6127 2.2386 2.6086
C -3.9072 2.6817 1.2785
O -4.4330 3.4831 0.4779
O -2.7274 2.1102 1.1172
C -4.2167 0.7007 4.5770
C -3.2760 -0.5540 4.6347
O -2.8047 -0.9303 5.7311
O -3.1121 -1.0421 3.4317
H -0.0340 1.8108 4.4641
H -1.2890 3.4288 5.4148
H -2.1052 1.8981 5.9333
H -2.8220 3.6255 3.5048
H -3.7818 3.3836 4.9815
H -5.0823 3.1830 3.0168
H -5.3770 1.5182 2.3116
H -5.1976 0.3145 4.2366
H -4.3620 1.0986 5.6035
Br 2.4060 -4.3215 5.7967
C 1.5498 -3.2168 4.5331
C 0.3862 -3.6699 3.8525
C -0.3791 -2.7375 3.1124
C 0.1223 -1.4641 3.0206
C 1.2945 -1.0116 3.6370
C 1.9537 -1.8763 4.5104
H 0.0554 -4.7188 3.9277
H -1.3287 -2.9502 2.6212
H 1.6783 0.0093 3.5351
H 2.8571 -1.5572 5.0692
O -2.0031 -4.1569 -2.6030
S -3.1234 -3.2348 -2.3966
O -4.4100 -3.6738 -2.9072
N -3.1075 -2.7038 -0.8068
C -2.7482 -1.4584 -0.6958
O -2.5777 -0.8637 0.4070
C -2.5697 -0.7597 -1.9800
C -2.2221 0.5479 -2.2148
C -2.1202 0.9536 -3.5508
C -2.2345 0.0259 -4.6097
C -2.5675 -1.3116 -4.3598
C -2.7676 -1.6433 -3.0416
H -2.1935 1.2716 -1.3793
H -2.0077 1.9974 -3.7468
H -2.0784 0.3395 -5.6271
H -2.7648 -2.0552 -5.1193
O 1.7541 7.0057 -3.1560
S 3.1456 6.8454 -3.6036
O 3.2552 7.2518 -5.0043
O 4.1996 7.2089 -2.6423
C 3.5741 5.0553 -3.2378
N 4.5506 4.4688 -3.9482
C 4.8768 3.2594 -3.5457
C 4.1885 2.5737 -2.5708
C 3.1406 3.2756 -1.9342
N 2.8636 4.5315 -2.2738
C 2.1723 2.6911 -0.9932
C 2.3839 1.4038 -0.4508
C 1.4054 0.8066 0.3253
N 0.3047 1.4696 0.7014
C 0.1441 2.7405 0.2644
C 1.0431 3.3795 -0.5661
H 5.6932 2.8049 -4.1067
H 4.3636 1.5446 -2.2874
H 3.2988 0.8555 -0.6726
H 1.4986 -0.2334 0.5888
H -0.7682 3.1948 0.6048
H 0.9043 4.4254 -0.8363
C 1.2873 -5.9772 -3.7476
C 1.8331 -4.8389 -2.9543
C 3.1841 -4.5511 -2.8374
C 3.5520 -3.4564 -2.0313
N 2.6391 -2.6744 -1.4341
C 1.3679 -3.0210 -1.4479
S 0.2586 -2.4078 -0.2916
N 0.9381 -3.9867 -2.3560
C 4.9861 -2.9735 -1.9024
H 1.8935 -6.2043 -4.6392
H 0.2934 -5.7621 -4.1393
H 1.1635 -6.8699 -3.1059
H 3.9540 -5.1591 -3.3311
H -0.0704 -4.1637 -2.4685
H 5.6777 -3.7115 -1.4315
H 4.9650 -2.1097 -1.2288
H 5.3592 -2.6031 -2.8572
```